The molecule C5H6FN, computed with ωB97M-V/def2-TZVPD.

Results
E_LUMO ... 0.028 Ha
SMILES ... CC(C)=C(F)C#N
Relative energy (zero: lowest compared OMol25 entry of this formula, charge and spin) ... 12.4 kcal per mole
HOMO-LUMO gap ... 0.3906 Ha
Total charge ... 0

Last columns: bonded neighbours and bond lengths (Å).
Element x y z (Å)
1 C -0.5360 -1.2662 -0.2536  C2 1.501, H6 1.110, H7 1.100, H8 1.115
2 C -0.0552 0.1033 0.1286  C1 1.501, C3 1.505, C4 1.322
3 C -0.7738 0.7977 1.2539  C2 1.505, H9 1.096, H10 1.094, H11 1.097
4 C 0.9414 0.6869 -0.5149  C2 1.322, C5 1.432, F13 1.356
5 C 1.6818 0.1238 -1.6038  C4 1.432, N12 1.158
6 H -1.6129 -1.2363 -0.5230  C1 1.110
7 H -0.4275 -1.9223 0.6223  C1 1.100
8 H 0.0292 -1.7176 -1.1026  C1 1.115
9 H -0.7052 0.1697 2.1500  C3 1.096
10 H -0.3618 1.7910 1.4555  C3 1.094
11 H -1.8427 0.9064 1.0309  C3 1.097
12 N 2.2781 -0.3581 -2.4720  C5 1.158
13 F 1.3845 1.9218 -0.1712  C4 1.356

Results of the natural (NBO) charge analysis, in e, for atoms 1 through 4: -0.642 0.034 -0.646 0.247